The following is a DFT calculation (wB97M-V/def2-TZVPD) of C2H4ClOP in the gas phase.

Calculated values
Calculated total energy (eV): -25994.937
SMILES string: C/C=P/OCl
Orbital gap (eV): 9.20
LUMO energy (eV): -0.150
Molar mass (g/mol): 110.48
Relative energy (zero: lowest compared OMol25 entry of this formula, charge and spin) (eV): 2.987

Last column: natural (NBO) charge in e.
Geometry (Å):
C: 0.50630 0.94103 -0.77756  -0.619
C: 0.20602 -0.39155 -0.19610  -0.655
O: 1.50525 3.24457 -1.69721  -0.796
P: 2.00545 1.54377 -1.20654  0.937
Cl: 0.13823 3.49027 -2.63355  0.222
H: -0.36022 1.56362 -0.98248  0.239
H: 1.10834 -0.91894 0.10191  0.214
H: -0.34426 -1.00763 -0.91039  0.230
H: -0.43728 -0.26930 0.67637  0.229

Cartesian forces, eV/Å:
C 0.8 0.4 -0.4
C 0.1 -0.2 0.0
O 1.0 -1.8 0.4
P -2.1 1.9 -0.2
Cl 0.1 -0.2 0.1
H 0.1 0.1 0.0
H 0.0 -0.2 0.0
H 0.0 0.0 0.0
H 0.0 0.0 0.1